84
Properties=species:S:1:pos:R:3:forces:R:3:mulliken_charge:R:1 method="wB97M-V/def2-TZVPD" molar_mass_g_mol=828.53 spin_multiplicity=1 e_tot_ev=-64717.167 homo_energy_ev="1.13 / 0.66" lumo_energy_ev="4.07 / 4.16" total_charge=-2
Cd 12.015776 7.832608 15.321307 0.0 -2.4 -0.8 0.601
C 8.880931 8.824227 13.428356 0.6 0.2 -0.1 -1.215
N 9.751383 9.233021 14.537868 0.4 -0.9 0.6 0.914
C 9.052032 9.023815 15.816801 -0.3 -0.4 -0.1 -0.924
C 10.502187 10.427575 14.460697 0.5 1.7 0.9 -0.548
C 10.094743 11.464454 13.628434 0.5 0.2 0.0 -0.657
C 10.699214 12.737296 13.663558 0.5 0.2 1.2 -0.753
C 11.520975 13.082184 14.780578 -1.1 -1.4 -1.6 -0.833
C 11.893876 12.089998 15.688868 -0.4 0.4 -0.5 -0.924
C 11.617396 10.728821 15.416162 -0.9 0.4 -0.5 0.229
N 12.277235 9.744549 16.064389 -0.7 0.2 0.3 1.609
C 13.321435 9.922788 16.928906 0.6 0.2 1.2 -0.029
C 14.339180 10.892987 16.742554 0.0 0.2 0.8 0.003
C 15.249816 11.193912 17.773924 -0.2 -1.2 0.1 -1.050
C 15.300845 10.365041 18.917360 0.1 0.6 -0.8 -0.727
C 14.410978 9.300963 19.027702 -0.2 -0.1 0.4 -0.206
C 13.388948 9.072873 18.114980 0.0 1.3 -1.0 -0.572
N 12.384576 8.106141 18.311229 0.3 -0.4 -0.2 0.955
C 11.048933 8.571989 18.658778 0.4 -0.1 -0.2 -1.176
C 12.745953 6.873400 18.992838 -0.2 -0.2 -0.2 -1.046
H 7.954986 9.436345 13.438383 0.2 -0.4 -0.2 0.396
H 9.398477 8.948754 12.466751 -0.1 0.1 0.3 0.273
H 8.653565 7.742735 13.508604 0.0 0.6 0.3 0.212
H 8.003106 9.391762 15.794171 0.3 0.0 -0.2 0.360
H 9.034541 7.936481 15.998889 -0.2 0.5 0.1 -0.055
H 9.543806 9.513362 16.656030 0.2 0.0 -0.3 0.152
H 9.268896 11.292407 12.938247 0.3 0.0 0.0 0.378
H 10.441491 13.471695 12.905163 0.0 0.0 0.2 0.409
H 11.902764 14.078479 14.844072 0.1 0.5 0.3 0.404
H 12.434319 12.365602 16.602717 0.0 -0.3 -0.6 0.561
H 14.338277 11.502479 15.830088 0.0 -0.4 0.4 0.638
H 15.944030 12.026086 17.686074 -0.1 -0.1 -0.1 0.352
H 16.022123 10.553887 19.715414 -0.2 0.0 -0.3 0.365
H 14.439048 8.676679 19.919025 0.0 0.0 -0.1 0.333
H 10.930862 8.647395 19.747558 0.0 0.0 0.2 0.340
H 10.859373 9.552511 18.223226 0.1 -0.1 0.0 0.321
H 10.343308 7.840521 18.256695 -0.2 0.1 0.1 0.172
H 12.709477 6.971293 20.086720 0.0 0.0 0.2 0.294
H 12.069900 6.055291 18.680320 0.1 0.5 0.1 0.165
H 13.748377 6.548324 18.711529 0.0 0.2 -0.1 0.274
C 17.131881 8.248967 13.997610 -0.3 0.2 -0.3 -0.644
C 17.354421 7.877587 15.455770 0.6 -0.3 0.4 -0.640
C 16.047436 7.214259 15.864580 -0.5 0.5 -0.2 -0.415
O 15.007573 7.925123 15.144018 1.5 -0.2 0.0 -0.279
C 15.592521 8.395492 13.912392 -0.4 0.7 0.0 0.253
H 17.446405 7.461679 13.298688 0.1 0.1 0.3 0.341
H 17.663130 9.181451 13.736390 -0.3 -0.4 0.0 0.264
H 17.548407 8.764673 16.052791 -0.2 0.2 0.1 0.293
H 18.229478 7.219837 15.606359 -0.4 0.1 -0.1 0.363
H 15.833144 7.275480 16.944288 0.0 0.0 -0.5 0.122
H 16.054931 6.179729 15.524154 -0.1 -0.3 0.2 0.277
H 15.290938 9.458379 13.827599 0.1 -0.5 -0.1 0.010
H 15.178178 7.844510 13.054506 0.0 0.1 0.3 -0.051
C 13.141399 10.139048 11.752564 0.5 1.1 0.0 -0.669
C 12.601404 8.798944 11.459435 -1.2 -1.5 -1.3 0.436
N 12.405359 7.812245 12.319969 0.5 0.6 -0.3 0.223
C 12.004379 6.704335 11.595951 0.1 0.4 -0.2 -0.550
C 11.916458 7.000651 10.275439 0.6 2.5 0.5 -0.760
N 12.248227 8.406206 10.163881 0.3 -1.2 0.8 0.289
C 12.261141 9.275505 8.970363 -2.5 0.2 -0.4 -1.084
N 10.934212 9.324117 8.251446 1.2 0.8 2.1 0.767
N 10.890058 8.722418 7.043169 0.8 -0.6 -0.8 -0.827
N 9.671639 8.794429 6.610448 -1.9 0.2 0.0 -0.729
C 8.859850 9.429715 7.529610 2.1 -1.1 -0.4 0.329
C 7.456350 9.458893 7.642701 -0.2 0.5 -0.1 -0.972
C 6.963031 10.188748 8.732115 -0.1 0.2 0.3 -0.170
C 7.790674 10.840591 9.659561 -0.4 0.1 0.1 -0.791
C 9.204492 10.621282 9.661906 0.4 0.3 0.2 -0.466
C 9.690598 9.861214 8.603776 0.7 -0.5 -0.2 0.805
H 13.417557 10.149815 12.808605 0.0 0.1 -0.1 -0.498
H 12.404018 10.958547 11.601800 0.3 -0.5 0.1 0.216
H 14.053424 10.390862 11.134423 -0.9 -0.4 0.6 0.464
H 11.817168 5.741414 12.058512 0.0 0.3 0.1 0.386
H 11.738243 6.380315 9.444903 -0.4 -0.3 -0.9 0.487
H 13.000001 8.955808 8.233321 -0.2 0.0 0.1 0.220
H 12.434352 10.312404 9.271688 0.4 -0.3 0.3 0.552
H 6.840002 9.027993 6.853687 0.0 0.0 0.4 0.360
H 5.885801 10.159086 8.891490 0.0 0.5 -0.1 0.307
H 7.389599 11.581492 10.376168 0.0 -0.8 -0.3 0.313
H 9.831119 11.074966 10.448096 -0.2 -0.4 -0.5 0.230
Te 10.402507 5.574855 16.235354 0.3 -0.8 -0.2 -0.624
F 13.362057 4.651032 16.097855 1.6 -0.6 0.5 -0.152
B 12.331821 4.847734 15.316889 -2.7 2.1 1.7 0.152
F 12.282917 4.351886 14.122586 0.5 -1.0 -1.9 -0.126